# C4H10O3

A cluster of 2 separate species, C4H10O3 in total (ωB97M-V with the def2-TZVPD basis set, the Open Molecules 2025 dataset).

Summary:
- orbital gap (eV) = 10.2983
- energy above the lowest of the compared OMol25 structures with the same formula, charge and spin (kJ/mol) = 212.6
- SMILES = O=CCCCO.O
- F_max (eV/A) = 3.53

Structure (XYZ):
```
17
Properties=species:S:1:pos:R:3:forces:R:3
H 0.3087 0.4463 3.4253 -0.147 -0.513 -0.563
H -0.9106 -2.4235 -1.5392 -0.851 0.144 -0.824
O -0.7397 2.8321 -0.3721 -0.579 -0.253 -0.238
H -0.9834 -0.2492 -1.3501 2.231 -0.533 0.263
H 1.5341 0.7146 0.1125 -0.241 0.609 0.078
H -0.5893 -0.7494 3.0643 0.180 0.092 -0.038
C 0.2254 -1.6826 -0.2085 -1.203 -0.142 -0.685
H -0.1578 0.5393 0.7306 0.496 0.916 0.093
C 0.0864 2.0513 -0.7561 2.440 2.427 -0.780
O -0.2839 -2.7880 -0.9389 1.202 -1.072 -0.371
C 0.1604 -0.4005 -1.0511 -2.910 0.542 1.337
O 0.1369 -0.2110 2.7208 -0.036 0.316 0.923
H 1.2454 -1.9733 0.1292 -0.895 0.510 0.229
H 0.7497 -0.4173 -1.9123 0.965 -0.204 -1.491
C 0.4659 0.8076 -0.1320 -0.559 -2.953 0.497
H 0.8717 2.3903 -1.5659 -1.394 -0.467 0.542
H -0.6023 -1.5977 0.5125 1.299 0.582 1.029
```
Forces are in eV/Å.

# ClPd2

A structure of composition ClPd2 (ωB97M-V with the def2-TZVPD basis set, the Open Molecules 2025 dataset).

Summary:
- orbital gap (spin up / spin down) (eV) = 11.3309 / 3.6139
- multiplicity = 5
- energy above the lowest of the compared OMol25 structures with the same formula, charge and spin (kJ/mol) = 0.0
- F_max (eV/A) = 0.73
- charge = +3

Structure (XYZ):
```
3
Properties=species:S:1:pos:R:3:forces:R:3
Pd 2.7110 -1.9007 -0.5220 0.595 -0.404 -0.125
Pd -2.4678 2.0251 -0.8648 -0.494 0.412 -0.167
Cl -0.2432 -0.1244 1.3868 -0.101 -0.009 0.292
```
Forces are in eV/Å.

# N2O6Sr4

A structure of composition N2O6Sr4 (ωB97M-V with the def2-TZVPD basis set, the Open Molecules 2025 dataset).

Summary:
- orbital gap (eV) = 1.4069
- F_max (eV/A) = 17.26
- charge = +6

Structure (XYZ):
```
12
Properties=species:S:1:pos:R:3:forces:R:3
Sr -14.4330 2.5791 -8.9068 -0.223 0.128 0.229
O -4.7299 1.0227 -15.4160 4.896 -0.822 -1.686
N -9.9837 -0.8965 -10.7631 1.513 0.752 0.152
Sr -4.8534 0.3978 -7.6729 0.244 0.171 -0.038
O -6.5703 1.4567 -16.5756 0.749 0.296 -5.626
Sr -9.4123 -7.5745 -10.9513 -0.032 -0.408 -0.070
Sr -11.3925 1.2426 -16.4617 0.608 0.102 -0.480
O -6.5860 1.1180 -14.7543 -9.536 -1.642 14.292
N -5.8739 1.1292 -15.5956 3.305 2.096 -6.827
O -9.1462 -0.2652 -10.0470 0.656 -2.066 0.464
O -10.8276 -0.1351 -11.2378 -2.145 -0.558 -1.219
O -9.9210 -2.1385 -11.0430 -0.037 1.951 0.810
```
Forces are in eV/Å.

# CH14N2O4

A cluster of 5 separate species, CH14N2O4 in total (ωB97M-V with the def2-TZVPD basis set, the Open Molecules 2025 dataset).

Summary:
- orbital gap (eV) = 9.5409
- energy above the lowest of the compared OMol25 structures with the same formula, charge and spin (kJ/mol) = 91.5
- SMILES = NCN.O.O.O.O
- F_max (eV/A) = 0.77

Structure (XYZ):
```
21
Properties=species:S:1:pos:R:3:forces:R:3
H -2.8786 2.0898 1.0145 -0.172 0.092 -0.073
H -0.7224 4.1269 2.5128 0.130 -0.114 -0.017
O -1.1984 3.4615 2.0090 -0.247 -0.366 -0.186
N 1.1407 1.7716 -0.3014 0.254 0.253 0.570
H 2.8058 0.6441 -0.0357 0.012 -0.232 -0.139
O 1.0763 -4.6183 -0.4797 -0.141 -0.103 -0.259
H -0.6206 2.6920 1.9264 0.137 0.403 0.186
C 1.7378 0.5452 0.1668 0.378 -0.050 -0.196
H 0.1757 1.9159 -0.0570 -0.172 -0.089 -0.403
H -1.6082 -1.9602 -2.7585 -0.035 0.047 0.091
H 1.9454 -4.2467 -0.6624 -0.083 0.115 0.154
H -2.8794 0.5761 0.8958 -0.264 0.156 -0.216
O -1.3195 -1.7865 -1.8559 0.118 -0.104 -0.052
H 0.8294 -4.3176 0.3978 0.151 0.108 0.067
H 0.9970 -0.6066 -1.3555 0.397 -0.065 0.296
H -0.7677 -2.5456 -1.6309 0.007 -0.051 0.003
O -3.3127 1.3665 0.5408 0.456 -0.151 0.323
H 0.3178 -0.8752 0.0347 0.046 -0.129 0.113
N 1.2406 -0.7242 -0.3649 -0.575 0.155 -0.493
H 1.3733 2.0404 -1.2478 -0.255 -0.164 0.164
H 1.6674 0.4509 1.2514 -0.144 0.290 0.068
```
Forces are in eV/Å.

# C4H3F4I

A cluster of 2 separate species, C4H3F4I in total (ωB97M-V with the def2-TZVPD basis set, the Open Molecules 2025 dataset).

Summary:
- orbital gap (spin up / spin down) (eV) = 8.7863 / 8.7845
- energy above the lowest of the compared OMol25 structures with the same formula, charge and spin (kJ/mol) = 358.6
- F_max (eV/A) = 5.50

Structure (XYZ):
```
12
Properties=species:S:1:pos:R:3:forces:R:3
F -1.1095 -2.7284 -0.6295 -0.073 -0.721 -0.122
H -1.0622 0.7217 1.1008 -0.931 2.802 0.351
C -0.0040 -2.8921 0.0991 -0.459 5.241 1.611
C 0.8418 -3.8532 0.0732 1.072 -3.109 0.561
C 0.1665 -0.7674 1.3294 1.012 -4.443 -0.995
I 2.5507 -3.9494 1.3456 -0.817 0.128 -0.695
F 0.5484 -5.0757 -0.5005 0.511 0.899 0.039
F 0.2525 -1.1779 2.5830 -0.034 0.616 -0.565
C -1.1108 -0.2635 0.8200 -1.117 -2.875 2.499
H -2.0341 -0.8915 1.1607 1.934 1.386 0.161
F 1.3152 -0.2108 0.9536 -1.281 -0.134 0.301
H -1.1349 -0.4603 -0.1756 0.183 0.211 -3.147
```
Forces are in eV/Å.

Result set for DFT total energy: -10451.040; -19437.240; -18523.305; -12434.104; -23162.264 eV, one per record in the order listed.